No. 1
# C34H55BrN4O3SiSn

A molecular structure, C34H55BrN4O3SiSn in a non-equilibrium geometry (wB97M-V/def2-TZVPD, the OMol25 dataset).

Computed properties:
- E_HOMO: 0.304 eV
- Calculated total energy: -4851.07149 Eh
- Total charge: -2
- HOMO-LUMO gap: 3.54 eV
- Energy relative to the best compared isomer or geometry (same formula, charge and spin): 30.92 kcal/mol
- Maximum force: 0.0206 Eh/bohr

Geometry as XYZ:
```
99
Properties=species:S:1:pos:R:3:lowdin_charge:R:1
Sn -0.425 0.500 -0.083 0.8805
C 3.089 0.444 -2.083 -0.1121
O 2.799 0.295 -3.457 -0.0978
C 1.760 -0.546 -3.765 -0.2328
C 1.921 -1.390 -4.839 -0.0525
C 0.882 -2.224 -5.248 -0.1479
C -0.299 -2.186 -4.537 -0.1000
C -0.489 -1.349 -3.430 -0.1400
C -1.811 -1.395 -2.828 -0.1363
N -2.179 -0.878 -1.725 -0.0644
N -3.521 -1.057 -1.461 -0.0006
C -3.843 -0.667 -0.231 -0.5477
O -3.128 -0.250 0.701 -0.1329
C -5.343 -0.724 0.006 -0.1512
C -5.840 -0.214 1.202 -0.0380
C -7.202 -0.187 1.448 -0.1079
C -8.093 -0.679 0.502 -0.1311
C -7.603 -1.204 -0.690 -0.1217
C -6.242 -1.226 -0.935 -0.0767
C 0.547 -0.471 -3.019 -0.3071
O 0.488 0.375 -2.053 -0.2968
H 4.153 0.686 -2.021 0.0766
H 2.485 1.238 -1.633 0.0753
H 2.897 -0.488 -1.541 0.0859
H 2.876 -1.379 -5.353 0.0994
H 1.000 -2.883 -6.100 0.0733
H -1.126 -2.821 -4.836 0.0887
H -2.567 -1.942 -3.410 0.1042
H -5.119 0.171 1.912 0.1094
H -7.574 0.223 2.381 0.0879
H -9.161 -0.653 0.690 0.0821
H -8.291 -1.593 -1.433 0.0883
H -5.842 -1.624 -1.857 0.0978
C -5.115 1.976 -6.220 -0.0864
C -5.102 2.904 -5.004 -0.2550
N -4.592 2.287 -3.807 -0.1085
C -5.480 1.380 -3.095 -0.2251
C -5.988 1.946 -1.774 -0.0632
C -3.240 2.303 -3.460 -0.4359
C -2.326 3.171 -4.282 -0.0305
N -2.731 1.645 -2.510 0.1884
H -5.528 2.480 -7.096 0.0608
H -5.718 1.089 -6.022 0.0625
H -4.105 1.642 -6.455 0.0672
H -6.121 3.256 -4.804 0.1103
H -4.516 3.795 -5.230 0.0955
H -4.972 0.424 -2.921 0.0951
H -6.329 1.162 -3.750 0.1086
H -5.160 2.167 -1.102 0.0827
H -6.640 1.227 -1.275 0.0469
H -6.544 2.871 -1.944 0.0671
H -2.599 4.226 -4.212 0.0722
H -2.332 2.889 -5.337 0.0656
H -1.326 3.037 -3.878 0.0796
H -3.413 1.085 -2.009 0.0138
C 1.749 -0.216 5.211 -0.1223
C 3.145 0.221 4.728 -0.6269
C 3.010 1.702 4.351 -0.1098
C 4.113 0.108 5.911 -0.1007
Si 3.699 -0.799 3.176 0.4239
Br 1.935 -0.760 1.825 0.4647
C 4.170 -2.616 3.654 -0.6232
C 5.555 -2.767 4.280 -0.0998
C 4.089 -3.522 2.414 -0.1204
C 3.134 -3.174 4.638 -0.1146
C 5.145 0.082 2.225 -0.6185
C 4.645 1.302 1.433 -0.1131
C 5.729 -0.870 1.172 -0.1110
C 6.281 0.547 3.142 -0.1018
H 1.399 0.496 5.965 0.0789
H 1.751 -1.201 5.670 0.0536
H 1.021 -0.222 4.404 0.0460
H 2.588 2.245 5.204 0.0807
H 2.346 1.859 3.500 0.0807
H 3.970 2.160 4.119 0.0561
H 3.735 0.718 6.738 0.0794
H 5.112 0.470 5.669 0.0618
H 4.211 -0.912 6.279 0.0547
H 6.353 -2.458 3.609 0.0564
H 5.722 -3.823 4.521 0.0799
H 5.658 -2.199 5.205 0.0648
H 4.887 -3.329 1.700 0.0592
H 3.145 -3.403 1.890 0.0497
H 4.173 -4.566 2.729 0.0772
H 3.171 -2.688 5.610 0.0544
H 3.329 -4.241 4.796 0.0796
H 2.119 -3.080 4.252 0.0808
H 3.849 1.051 0.738 0.0426
H 5.481 1.703 0.851 0.0825
H 4.266 2.104 2.059 0.0603
H 4.958 -1.257 0.506 0.0761
H 6.263 -1.715 1.609 0.0555
H 6.444 -0.319 0.554 0.0810
H 5.958 1.328 3.828 0.0580
H 7.083 0.969 2.527 0.0803
H 6.712 -0.260 3.736 0.0617
C -0.193 2.497 -0.110 -0.4864
H -0.431 2.979 -1.071 -0.1393
H -0.796 2.992 0.672 -0.1581
```



No. 2
# C34H56GeN6O8PTi

A molecular structure, C34H56GeN6O8PTi (wB97M-V/def2-TZVPD, the OMol25 dataset).

Computed properties:
- E_HOMO (alpha / beta): -7.551 / -7.557 eV
- Calculated total energy: -5527.70655 Eh
- Total charge: 0
- HOMO-LUMO gap (alpha / beta): 6.41 / 6.42 eV
- Energy relative to the best compared isomer or geometry (same formula, charge and spin): 0.00 kcal/mol
- Spin multiplicity: 2
- Maximum force: 0.0188 Eh/bohr

Geometry as XYZ:
```
107
Properties=species:S:1:pos:R:3:lowdin_charge:R:1
Ti -1.095 0.455 -0.773 1.0739
C 1.992 3.314 0.960 -0.0416
C 0.858 3.153 -0.047 -0.6569
C 1.439 3.079 -1.451 -0.0038
C -0.126 4.315 0.038 -0.0372
O 0.179 1.900 0.261 -0.4098
Ge -0.616 1.838 1.989 1.1070
O -2.245 1.189 0.672 -0.4096
C -3.569 1.426 1.172 -0.6771
C -3.751 0.643 2.467 -0.0232
C -3.759 2.922 1.405 -0.0401
C -4.568 0.941 0.125 -0.0143
O 0.114 0.201 2.333 -0.3698
C 0.752 -0.192 3.557 -0.6917
C 0.016 0.362 4.772 -0.0606
C 2.191 0.307 3.520 -0.0253
C 0.723 -1.716 3.564 -0.0289
H 2.562 4.220 0.750 0.0947
H 2.664 2.454 0.912 0.0883
H 1.613 3.400 1.983 0.0569
H 2.203 3.848 -1.570 0.1011
H 0.682 3.250 -2.213 0.0818
H 1.907 2.110 -1.619 0.0680
H 0.344 5.220 -0.353 0.0988
H -0.447 4.516 1.062 0.0654
H -1.008 4.105 -0.570 0.0736
H -3.014 0.944 3.215 0.0608
H -3.647 -0.428 2.283 0.0804
H -4.742 0.827 2.887 0.0966
H -3.101 3.292 2.192 0.0589
H -4.789 3.132 1.697 0.0922
H -3.543 3.479 0.491 0.0813
H -4.564 -0.149 0.053 0.0760
H -4.331 1.361 -0.855 0.0781
H -5.579 1.256 0.388 0.0974
H 0.043 1.454 4.790 0.0627
H 0.475 0.002 5.695 0.0908
H -1.028 0.042 4.763 0.0810
H 2.219 1.399 3.500 0.0759
H 2.690 -0.067 2.624 0.0871
H 2.746 -0.031 4.398 0.0901
H -0.309 -2.072 3.637 0.0763
H 1.274 -2.110 4.420 0.0916
H 1.170 -2.103 2.645 0.0791
O -2.540 4.452 -6.474 -0.0255
C -2.049 3.313 -6.433 -0.7023
O -1.721 2.507 -7.319 -0.0227
C -1.745 2.807 -5.004 -0.0700
C -2.512 3.230 -3.923 0.0252
C -2.292 2.687 -2.676 -0.1105
N -1.332 1.780 -2.458 -0.0119
C -0.551 1.399 -3.489 -0.2000
C -0.730 1.882 -4.765 0.0817
C 0.482 0.346 -3.150 -0.5669
O 1.335 0.009 -3.937 0.1043
O 0.340 -0.154 -1.951 -0.1556
H -3.273 3.980 -4.091 0.1235
H -2.882 2.973 -1.812 0.1007
H -0.123 1.531 -5.588 0.1377
N -0.919 -1.382 0.444 0.0534
C -2.120 -2.135 0.318 -0.2180
C -2.569 -3.033 1.247 0.0042
C -3.758 -3.765 1.047 -0.0534
C -4.482 -3.621 -0.101 -0.0228
C -4.060 -2.692 -1.078 -0.1532
C -4.741 -2.489 -2.298 0.0163
C -4.289 -1.558 -3.186 -0.0083
C -3.181 -0.768 -2.830 -0.0724
N -2.532 -0.923 -1.703 0.0498
C -2.910 -1.917 -0.843 -0.1730
H -0.676 -1.160 1.412 0.0643
H -0.084 -1.889 0.072 0.0650
H -1.978 -3.200 2.140 0.1155
H -4.073 -4.466 1.808 0.1108
H -5.377 -4.203 -0.277 0.1182
H -5.621 -3.082 -2.514 0.1265
H -4.774 -1.381 -4.134 0.1191
H -2.848 0.026 -3.487 0.1200
C 4.490 -3.941 0.259 -0.1105
N 3.593 -4.095 -0.883 -0.3036
C 3.120 -5.471 -0.995 -0.1081
P 2.511 -2.850 -1.156 0.5426
O 1.542 -2.561 -0.063 -0.2901
N 1.722 -3.340 -2.522 -0.2964
C 2.420 -3.441 -3.797 -0.0963
C 0.279 -3.269 -2.661 -0.0922
N 3.559 -1.586 -1.330 -0.2888
C 3.208 -0.241 -0.906 -0.1048
C 4.677 -1.605 -2.264 -0.1072
H 5.372 -4.569 0.114 0.0838
H 4.001 -4.243 1.192 0.0842
H 4.811 -2.907 0.352 0.0740
H 3.974 -6.130 -1.165 0.0835
H 2.433 -5.571 -1.830 0.0706
H 2.614 -5.799 -0.079 0.0849
H 2.315 -2.521 -4.381 0.0830
H 2.004 -4.274 -4.370 0.0858
H 3.477 -3.647 -3.639 0.0685
H -0.192 -3.237 -1.681 0.0638
H -0.071 -4.166 -3.181 0.0888
H -0.026 -2.391 -3.238 0.0756
H 2.333 -0.256 -0.258 0.0648
H 3.000 0.387 -1.777 0.0667
H 4.053 0.193 -0.358 0.0894
H 5.049 -2.617 -2.401 0.0698
H 5.489 -1.000 -1.853 0.0851
H 4.397 -1.183 -3.235 0.0878
```



Number 2 is which compound?
C34H56GeN6O8PTi